a) Density functional theory data (the ωB97M-V functional and the def2-TZVPD basis) for a molecular structure, C2H3BrN2S.

Last column: Mulliken charge in e.
Cartesian coordinates (Å):
C  -0.2002  0.3588  -0.8144  -0.13
C  -0.4469  -0.9482  -0.8209  -0.14
N  1.1502  -0.2114  0.8078  0.01
N  0.7101  0.8156  0.0715  -0.45
S  0.4311  -1.6874  0.4129  0.05
Br  -1.0219  1.9318  1.5387  -0.45
H  -0.5796  1.0825  -1.4845  0.45
H  -1.1872  -1.3978  -1.4650  0.37
H  1.1444  0.0560  1.7538  0.30

Its HOMO energy (spin up / spin down) is -0.314 / -0.283 Eh.


b) Density functional theory data (the ωB97M-V functional and the def2-TZVPD basis) for 2 unconnected molecules or ions with the total composition C2H3BrN2S.

Last column: Mulliken charge in e.
Cartesian coordinates (Å):
C  1.1544  -1.2508  -0.7468  -0.41
C  -2.3005  0.7352  0.8225  -0.13
N  0.2335  -1.2496  0.0920  0.57
N  -0.5697  -1.1560  0.8665  -0.64
S  -1.2168  1.7856  0.2035  -0.16
Br  -3.6020  -0.2229  -0.1993  -0.04
H  2.0102  -0.5719  -0.4892  0.23
H  0.9659  -1.5871  -1.7450  0.26
H  -2.5536  0.4415  1.8481  0.32

Its HOMO energy is -0.323 Eh.


Best to worst by energy: a), b).


a) Density functional theory data (the ωB97M-V functional and the def2-TZVPD basis) for a gas-phase ion, C7H12 (charge +1).

Last column: Mulliken charge in e.
Cartesian coordinates (Å):
C  -0.4989  1.5246  -1.6768  -1.03
C  0.6148  0.7076  -1.0320  -0.82
C  0.2993  -0.5901  -0.3713  0.92
C  -0.4421  -0.7364  0.7921  -0.14
C  -0.6374  0.3737  1.7101  -0.11
C  -0.7632  0.1859  3.0428  -0.75
C  0.9538  -1.7929  -0.9630  -1.44
H  -0.2313  2.2758  -2.4076  0.37
H  -1.0852  0.7604  -2.2077  0.36
H  -1.2422  1.9115  -0.9766  0.29
H  1.1356  1.2924  -0.2570  0.49
H  1.4313  0.5121  -1.7322  0.38
H  -0.9363  -1.6755  1.0167  0.42
H  -0.2608  1.2593  1.2138  0.29
H  -0.8668  1.0559  3.6792  0.29
H  -0.8411  -0.7765  3.5280  0.30
H  0.7576  -2.7246  -0.4321  0.42
H  0.5750  -1.9018  -1.9845  0.37
H  2.0382  -1.6615  -0.9418  0.39

Its HOMO energy (spin up / spin down) is -0.522 / -0.577 Eh. The total charge is +1. The expectation value of S² is 0.776. As for the multiplicity: 2.


b) Density functional theory data (the ωB97M-V functional and the def2-TZVPD basis) for a gas-phase ion, C7H12 (charge +1).

Last column: Mulliken charge in e.
Cartesian coordinates (Å):
C  1.9003  1.2873  0.3937  -0.89
C  1.5273  0.1989  -0.5643  -0.54
C  -0.0098  0.0706  -0.5646  0.27
C  -0.5150  0.5152  -1.8610  -0.95
C  -0.3923  -1.6378  0.0992  -0.88
C  -0.5868  -0.3388  0.6639  1.11
C  -1.9723  -0.1887  1.4022  -1.22
H  1.2545  2.1592  0.4173  0.31
H  3.0117  1.7060  0.3782  0.30
H  1.7033  0.6329  1.3092  0.29
H  1.7854  0.4282  -1.6005  0.46
H  1.8640  -0.8502  -0.2995  0.31
H  -1.1330  1.3296  -1.8678  0.39
H  -0.8673  -0.3325  -2.4356  0.34
H  0.3340  -2.4409  0.4724  0.34
H  -0.8916  -2.0042  -0.8499  0.29
H  -2.8559  -0.1071  0.7903  0.38
H  -2.1554  -1.1430  2.0063  0.35
H  -2.0010  0.7154  2.1103  0.35

Its HOMO energy (spin up / spin down) is -0.506 / -0.512 Eh. The total charge is +1. The expectation value of S² is 0.755. As for the multiplicity: 2.


Best to worst by energy: a), b).


a) Density functional theory data (the ωB97M-V functional and the def2-TZVPD basis) for a molecular structure, C2H3IN2.

Last column: Mulliken charge in e.
Cartesian coordinates (Å):
C  1.4492  -1.4477  1.1753  0.67
C  -0.3268  -0.3246  -1.2000  -0.86
N  1.4473  -2.4409  0.4893  -0.75
N  1.1789  -0.3347  1.5497  -0.45
I  0.0819  -2.2999  -1.1594  0.49
H  -0.9779  0.1837  -0.5295  0.36
H  0.2822  0.0004  -1.9392  0.32
H  1.3229  0.1681  2.3711  0.22

Its HOMO energy (spin up / spin down) is -0.311 / -0.311 Eh.


b) Density functional theory data (the ωB97M-V functional and the def2-TZVPD basis) for a molecular structure, C2H3IN2.

Last column: Mulliken charge in e.
Cartesian coordinates (Å):
C  2.0817  -1.0290  -0.0465  0.59
C  -0.4581  0.1860  -0.9433  -0.74
N  2.3295  -1.2989  -1.2156  -0.67
N  1.6125  -0.2680  0.7805  -0.45
I  0.4415  -0.9238  -2.4106  0.41
H  -0.8920  -0.4729  -0.1508  0.27
H  -1.0048  1.0853  -1.1552  0.34
H  1.4593  -0.4024  1.8327  0.26

Its HOMO energy (spin up / spin down) is -0.311 / -0.301 Eh.


c) Density functional theory data (the ωB97M-V functional and the def2-TZVPD basis) for 2 unconnected molecules or ions with the total composition C2H3IN2.

Last column: Mulliken charge in e.
Cartesian coordinates (Å):
C  0.9410  -0.8751  0.2655  -0.32
C  -2.2166  1.1578  -0.4450  -0.32
N  0.0887  -0.0725  0.7015  0.58
N  -0.6819  0.6393  1.1271  -0.64
I  -3.7557  -0.1535  0.0233  0.06
H  1.9212  -0.5294  -0.0014  0.24
H  0.6778  -1.9076  0.1350  0.24
H  -2.4678  2.1029  0.0655  0.16

Its HOMO energy is -0.301 Eh.


Best to worst by energy: a), b), c).


a) Density functional theory data (the ωB97M-V functional and the def2-TZVPD basis) for C5H4ClFO in the gas phase.

Last column: Mulliken charge in e.
Cartesian coordinates (Å):
O  1.2353  -0.7992  -1.4312  -0.46
C  1.7089  -0.0133  -0.6424  -0.03
C  1.0435  0.7804  0.4105  0.45
Cl  2.0759  1.7521  1.4361  -0.21
C  -0.2399  0.7393  0.6360  -0.33
C  -1.3334  0.0712  -0.0102  -0.30
C  -1.4068  -1.2391  -0.2030  -0.04
F  -2.4710  -1.8329  -0.8284  -0.25
H  2.7940  0.3107  -0.6410  0.25
H  -0.5600  1.5352  1.3508  0.29
H  -2.2164  0.6650  -0.2059  0.33
H  -0.6300  -1.9694  0.1286  0.30

Its HOMO energy is -0.345 Eh. Its SMILES is O=C/C(Cl)=C\C=C\F.


b) Density functional theory data (the ωB97M-V functional and the def2-TZVPD basis) for C5H4ClFO in the gas phase.

Last column: Mulliken charge in e.
Cartesian coordinates (Å):
C  -0.7629  0.6384  -0.5333  0.02
C  -0.8876  -0.4121  0.5880  -0.13
C  0.1940  -0.4195  -0.9592  -0.10
C  1.2603  -0.3090  0.0543  -0.14
C  0.5209  -0.2271  1.2216  -0.41
H  -1.5900  0.7476  -1.2164  0.35
H  -1.7736  -0.4409  1.2398  0.48
H  0.4131  -0.4969  -1.9956  0.57
H  0.6637  0.2625  2.3321  0.28
O  -0.6363  -1.3918  -0.4401  -0.43
F  -0.3863  1.9151  -0.1224  -0.30
Cl  2.9849  0.1336  -0.1688  -0.19

Its HOMO energy is -0.348 Eh.


Best to worst by energy: a), b).


a) Density functional theory data (the ωB97M-V functional and the def2-TZVPD basis) for a gas-phase ion, CHO3S3 (charge -1).

Last column: Mulliken charge in e.
Cartesian coordinates (Å):
O  1.1618  -0.4578  -1.2325  -0.54
S  0.8953  0.9054  -0.7527  0.96
O  1.3147  1.9532  -1.7190  -0.55
O  1.1723  1.2665  0.6459  -0.52
S  -1.4394  0.5018  -0.0643  -0.22
C  -1.0322  -0.9508  0.7267  -0.12
S  -1.8857  -1.6334  1.8977  -0.35
H  -0.1866  -1.5850  0.4982  0.33

Its HOMO energy is -0.181 Eh. The total charge is -1. Its SMILES is O=S(=O)([O-])SC=S.


b) Density functional theory data (the ωB97M-V functional and the def2-TZVPD basis) for a gas-phase ion, CHO3S3 (charge -1).

Last column: Mulliken charge in e.
Cartesian coordinates (Å):
O  -1.1162  1.5352  -0.1206  -0.61
S  0.2243  1.9367  -0.5160  0.99
O  0.4972  3.3102  -0.3684  -0.58
O  0.6973  1.3560  -1.7447  -0.54
S  1.5237  0.9257  1.0726  -0.17
C  0.7214  -0.5136  0.7354  -0.15
S  0.9620  -1.9881  1.3680  -0.34
H  -0.1593  -0.2153  0.2819  0.39

Its HOMO energy is -0.187 Eh. The total charge is -1. Its SMILES is O=S(=O)([O-])SC=S.


Best to worst by energy: b), a).


a) Density functional theory data (the ωB97M-V functional and the def2-TZVPD basis) for C11H22N6O4 in the gas phase.

Last column: Mulliken charge in e.
Cartesian coordinates (Å):
H  4.5919  -0.8731  1.4310  0.27
N  3.6057  -0.5223  1.6584  -0.76
C  3.0408  -0.4550  0.4670  0.15
N  3.5240  -1.1100  -0.7444  -0.59
N  1.6961  0.0756  0.1773  0.01
C  1.6473  1.0103  -1.0144  -0.72
C  1.7976  2.4753  -0.6630  -0.82
C  0.6050  2.8358  0.4099  -1.33
C  -0.7560  2.4265  -0.2857  0.54
N  -1.7863  3.1200  0.5926  -0.84
C  -1.0604  0.8866  0.0370  -0.16
O  -0.7583  0.3223  1.1539  -0.81
N  -1.9091  0.3741  -0.9007  0.12
C  -2.8211  -1.0230  -0.8462  -0.29
C  -1.9588  -2.2655  -0.1751  -0.87
C  -0.5784  -2.4596  -0.8398  -0.59
C  0.6844  -2.6452  0.1584  0.47
N  0.5218  -1.9344  1.4352  -0.52
O  1.7367  -3.3196  0.0070  -0.64
C  -3.9499  -0.8573  0.2049  0.39
O  -5.1406  -1.0636  0.1152  -0.55
O  -3.4334  -0.4627  1.4539  -0.55
H  4.2621  -1.7122  -0.5192  0.31
H  2.7598  -1.6957  -1.1587  0.19
H  1.4401  0.6418  1.0890  0.19
H  2.5412  0.6595  -1.6195  0.75
H  0.6375  0.8112  -1.4135  0.34
H  1.7455  3.2888  -1.5326  0.31
H  2.6503  2.5889  0.1336  0.30
H  0.6979  2.2583  1.3078  0.63
H  0.7001  3.8824  0.7287  0.47
H  -0.7892  2.6176  -1.3623  0.55
H  -1.5882  3.1787  1.6161  0.33
H  -2.7509  2.5280  0.5511  0.32
H  -1.8923  0.8752  -1.7796  0.27
H  -3.0524  -1.3595  -1.9210  0.50
H  -2.6027  -3.0416  -0.4023  0.76
H  -1.7967  -2.2057  0.9382  0.48
H  -0.5944  -3.2333  -1.6242  0.50
H  -0.3237  -1.4711  -1.3550  0.00
H  1.3782  -1.6494  1.9072  0.37
H  -0.2510  -1.1835  1.2185  0.28
H  -2.4702  -0.3136  1.3653  0.25

Its HOMO energy is -0.332 Eh. Its SMILES is [H]/N=C(\N)NCCC[C@H](N)C(=O)N[C@@H](CCC(N)=O)C(=O)O.


b) Density functional theory data (the ωB97M-V functional and the def2-TZVPD basis) for C11H22N6O4 in the gas phase.

Last column: Mulliken charge in e.
Cartesian coordinates (Å):
H  1.2101  5.5694  -3.4915  0.25
N  0.2502  5.6029  -3.8043  -0.79
C  -0.4454  4.5382  -3.5139  0.48
N  -1.7462  4.4241  -3.9752  -0.43
N  -0.0040  3.4728  -2.6785  -0.14
C  1.0924  3.5847  -1.7277  -1.18
C  1.0676  2.3986  -0.8094  -0.82
C  -0.1064  2.4523  0.2207  -1.17
C  -0.6893  1.1418  0.6043  -0.25
N  0.4395  0.2652  0.9883  0.00
C  0.1981  -0.8584  1.7125  0.29
O  -0.9688  -1.2170  1.9874  -0.81
C  1.3695  -1.7644  2.1731  0.13
N  1.1391  -2.3499  3.4608  -0.74
C  1.5740  -2.6815  1.0179  -0.73
C  0.5229  -3.7578  0.8717  -0.87
C  0.6818  -4.9943  1.6651  0.51
N  -0.5064  -5.7304  1.8138  -0.45
O  1.6971  -5.2437  2.2992  -0.62
C  -1.5835  0.5439  -0.5206  0.62
O  -1.4651  0.9047  -1.6760  -0.56
O  -2.4134  -0.4415  -0.0665  -0.56
H  -2.0739  5.1893  -4.5588  0.24
H  -2.0908  3.4862  -4.1066  0.19
H  -0.8157  2.8967  -2.4218  0.23
H  0.9980  4.5373  -1.2902  0.49
H  2.0366  3.5988  -2.2687  0.40
H  2.0613  2.3212  -0.2729  0.42
H  0.9204  1.5327  -1.3839  0.61
H  -0.8804  3.0758  -0.1656  0.53
H  0.1467  2.9421  1.2034  0.42
H  -1.3670  1.2767  1.5161  0.36
H  1.3162  0.4673  0.5864  0.23
H  2.2141  -1.0390  2.2321  0.34
H  1.7563  -3.1427  3.6437  0.34
H  0.1897  -2.7125  3.4159  0.30
H  2.5036  -3.1269  1.1819  0.51
H  1.6513  -2.1652  0.0441  0.40
H  0.3036  -4.0378  -0.1749  0.50
H  -0.3856  -3.2106  1.1354  0.35
H  -1.1768  -5.6372  1.0466  0.24
H  -0.3646  -6.6869  2.1385  0.28
H  -2.0478  -0.5655  0.8414  0.45

Its HOMO energy is -0.314 Eh. Its SMILES is [H]/N=C(/N)NCCC[C@H](NC(=O)[C@@H](N)CCC(N)=O)C(=O)O.


Best to worst by energy: b), a).